A molecular structure, C38H45Cl5NO3Ru. Source: the OMol25 dataset; level of theory: the ωB97M-V functional and the def2-TZVPD basis.

Properties
E_LUMO (spin up / spin down) ... 0.325 / -0.131 eV
<S²> ... 0.7589
Gap between HOMO and LUMO (spin up / spin down) ... 7.8 / 7.3 eV
Spin multiplicity ... 2
Max |F| ... 0.6 eV/Å
HOMO energy (spin up / spin down) ... -7.488 / -7.454 eV

Structure (XYZ):
```
93
Properties=species:S:1:pos:R:3:forces:R:3
Ru -0.046418 0.105245 0.154229 -0.2 -0.5 0.3
C 0.927075 -0.933534 1.826263 0.2 0.1 0.1
C 1.361787 0.447247 1.882994 0.0 -0.2 0.0
C 0.174797 1.209533 2.154755 0.0 0.3 -0.1
C -0.887190 0.277816 2.355036 -0.1 0.1 0.0
C -0.435075 -1.033657 2.213836 0.1 -0.1 -0.2
C -1.151151 -2.262928 2.746560 0.1 -0.1 0.0
C -0.364104 -3.549419 2.466270 0.0 0.0 -0.1
C -1.162021 -2.077619 4.279221 0.0 0.0 0.0
C -2.612610 -2.382362 2.300124 0.0 0.1 0.1
C -0.103519 2.685026 2.453246 -0.1 0.1 -0.1
C -1.525533 3.051455 1.978718 0.0 0.0 0.1
C 0.851869 3.665961 1.781964 0.0 0.0 0.1
C -0.066328 2.884859 3.977457 0.0 0.0 0.1
C 2.859958 0.759208 2.056804 0.1 0.0 -0.1
C 3.045095 1.358405 3.462254 0.0 0.0 0.0
C 3.511939 1.684526 1.024696 0.0 0.1 0.1
C 3.677936 -0.543057 2.015606 -0.1 0.0 0.0
H 1.593714 -1.766982 1.726886 0.0 0.0 -0.1
H -1.910661 0.547387 2.552120 0.0 0.0 0.0
H 0.619275 -3.509055 2.939724 0.0 0.0 0.0
H -0.202703 -3.744704 1.406466 -0.1 0.1 -0.1
H -0.900232 -4.403525 2.884332 0.0 0.0 0.0
H -0.145644 -1.980547 4.668089 0.0 0.0 0.0
H -1.632700 -2.942707 4.753004 0.0 0.0 0.0
H -1.723690 -1.184873 4.559360 0.0 0.0 0.0
H -2.740776 -2.360835 1.223002 0.0 0.0 0.0
H -3.199070 -1.548906 2.691218 0.0 0.0 0.0
H -3.031551 -3.310169 2.698327 0.0 0.0 0.0
H -1.685531 2.768337 0.940589 0.0 0.0 0.0
H -1.662844 4.130271 2.075864 0.0 0.0 0.0
H -2.297876 2.576010 2.584491 0.0 0.0 0.0
H 0.844196 3.525813 0.703532 0.0 0.0 0.0
H 1.870385 3.569278 2.146374 0.0 0.0 0.0
H 0.526887 4.685806 1.999837 0.0 0.0 0.0
H -0.674481 2.129169 4.480641 0.0 0.0 0.0
H -0.479767 3.866092 4.222237 0.0 0.0 0.0
H 0.944574 2.833709 4.384343 -0.1 0.0 0.0
H 2.727539 2.398836 3.503504 0.0 -0.1 0.0
H 4.103384 1.327361 3.730420 0.0 0.0 0.0
H 2.485235 0.795977 4.213482 0.0 0.0 0.0
H 2.963227 2.605528 0.866030 0.1 -0.1 0.0
H 3.617074 1.182945 0.066217 0.0 0.0 0.0
H 4.514776 1.943686 1.375746 0.0 0.0 0.0
H 3.387219 -1.234177 2.809088 0.0 0.0 0.0
H 4.732341 -0.298444 2.153883 0.0 0.0 0.0
H 3.578474 -1.049370 1.052858 0.0 0.0 0.0
C -7.313179 -1.135103 -0.329350 0.0 0.0 0.0
O -6.979174 -0.215288 -1.352321 0.0 0.0 0.0
C -5.714800 0.270311 -1.362180 0.1 0.0 0.1
C -5.446508 1.201248 -2.399123 0.0 0.0 0.0
C -4.204781 1.745352 -2.478031 0.0 0.1 -0.1
C -3.154815 1.406698 -1.581487 0.0 0.1 -0.1
C -1.877445 2.022471 -1.710638 0.0 0.0 0.1
C -1.686935 3.162072 -2.689172 0.0 0.0 0.0
O -0.847795 1.697452 -1.077030 0.1 -0.1 0.0
C -3.417537 0.457614 -0.538593 0.0 -0.2 0.1
O -2.558670 0.079475 0.308528 0.0 0.1 0.1
C -4.746549 -0.082244 -0.462333 0.0 0.0 0.0
H -8.357166 -1.392726 -0.483021 0.0 0.0 0.0
H -7.189234 -0.688530 0.660012 0.0 0.0 0.0
H -6.700606 -2.037962 -0.394243 0.0 0.0 0.0
H -6.238101 1.457158 -3.089857 0.0 0.0 0.0
H -4.008966 2.456431 -3.270394 0.0 0.0 0.0
H -2.490113 3.895036 -2.633268 0.0 0.0 0.0
H -1.659863 2.770305 -3.709821 0.0 0.0 0.0
H -0.733737 3.640068 -2.482926 0.0 0.0 0.0
H -4.927558 -0.786252 0.337914 0.0 0.0 0.0
Cl 1.695512 -2.778730 -0.651795 0.1 0.0 -0.1
C 2.125023 -1.343987 -1.552283 -0.1 -0.2 0.1
C 1.621571 -0.089851 -1.182554 -0.3 0.1 0.0
C 2.104918 0.965668 -1.972888 0.0 0.1 0.1
Cl 1.789197 2.616991 -1.545542 0.0 0.0 -0.1
C 2.917429 0.783316 -3.094529 0.0 0.0 0.0
Cl 3.417842 2.120492 -4.060672 0.0 0.0 0.0
C 3.346726 -0.492253 -3.442074 -0.1 0.0 0.1
Cl 4.343768 -0.739124 -4.819081 0.0 0.0 0.0
C 2.966980 -1.562502 -2.643526 0.0 0.0 0.0
Cl 3.534910 -3.141690 -3.036651 0.0 0.0 0.0
C -2.947557 -3.552479 -4.331837 0.0 0.0 0.0
C -2.213418 -2.740245 -3.306751 0.0 0.0 0.0
C -1.605579 -1.535236 -3.624360 0.0 0.0 0.0
C -0.952235 -0.813460 -2.643015 0.1 0.0 0.0
N -0.877688 -1.216623 -1.374325 0.1 0.2 0.1
C -1.447218 -2.384204 -1.064463 -0.1 0.1 -0.1
C -2.111778 -3.164601 -1.985000 0.0 0.0 0.1
H -2.918113 -3.076954 -5.310532 0.0 0.0 0.0
H -3.992038 -3.677355 -4.041988 0.0 0.0 0.0
H -2.509581 -4.548076 -4.418066 0.0 0.0 0.0
H -1.638262 -1.142847 -4.632781 0.0 0.0 0.0
H -0.455085 0.119823 -2.873997 0.0 0.0 0.0
H -1.364485 -2.685180 -0.038843 0.1 -0.1 0.1
H -2.550185 -4.101100 -1.662311 0.0 0.0 0.0
```
Positions in Å, forces in eV/Å.

Mulliken atomic charge list, values in e, 6 entries: Ru 0.0427; C -1.9143; C 0.9558; C 1.2654; C -1.5192; C 2.2759